No. 1
Molecular formula: C20H46NdO4P4
Method: DFT, the ωB97M-V functional and the def2-TZVPD basis

**Calculated total energy**: -82080.08598 eV
**Orbital gap (spin up / spin down)**: 2.2 / 2.2 eV
**HOMO (spin up / spin down)**: -13.72 / -13.72 eV
**F_max**: 0.0966 Eh/bohr
**ΔE to the lowest compared entry with this formula, charge and spin**: 1.414 eV

The geometry in ORCA input format:
```
! RIJCOSX wB97M-V def2-TZVPD def2/J DEFGRID3
* xyz 3 4
Nd -0.05 0.55 1.39
P 0.52 -1.84 -0.39
P 2.80 0.16 1.64
P -2.26 0.70 -0.22
H 1.83 2.39 -0.08
C 0.80 2.71 0.17
C 0.38 2.97 1.44
H 1.01 2.81 2.34
C 1.16 -1.53 -2.08
C 1.66 -3.12 0.26
C -0.97 -2.86 -0.72
C 3.37 1.69 2.48
C 3.37 -1.14 2.77
C 3.80 0.06 0.13
C -2.81 2.37 0.26
C -3.52 -0.44 0.36
C -1.99 0.65 -1.98
H 0.12 2.57 -0.69
H -0.71 3.01 1.73
H 1.29 -2.45 -2.66
H 2.13 -1.02 -2.04
H 0.50 -0.86 -2.64
H 1.68 -4.00 -0.38
H 1.33 -3.44 1.26
H 2.68 -2.75 0.38
H -0.73 -3.76 -1.28
H -1.75 -2.31 -1.26
H -1.42 -3.16 0.24
H 4.44 1.65 2.68
H 2.83 1.82 3.43
H 3.15 2.58 1.87
H 4.45 -1.29 2.68
H 2.86 -2.09 2.55
H 3.12 -0.92 3.82
H 4.85 0.25 0.37
H 3.47 0.83 -0.58
H 3.70 -0.90 -0.38
H -3.75 2.54 -0.26
H -2.08 3.14 -0.02
H -2.95 2.46 1.35
H -4.41 -0.21 -0.23
H -3.69 -0.31 1.44
H -3.21 -1.48 0.21
H -2.92 1.00 -2.43
H -1.73 -0.35 -2.34
H -1.16 1.31 -2.28
C -0.80 0.26 -6.52
C -0.12 0.64 -7.70
C 0.05 2.00 -7.95
C -0.46 2.96 -7.05
C -1.14 2.57 -5.90
C -1.33 1.21 -5.63
O -0.98 -1.04 -6.15
H -0.60 -1.61 -6.85
H 0.26 -0.13 -8.37
H 0.58 2.32 -8.85
H -0.32 4.02 -7.27
H -1.54 3.30 -5.20
H -1.86 0.85 -4.75
C -0.79 -3.49 4.69
O 0.24 -2.72 4.03
P -0.12 -1.33 3.26
O 0.44 -0.10 4.26
C 0.48 -0.21 5.70
O -1.74 0.34 3.09
C -2.35 0.86 4.28
H -0.31 -4.44 4.99
H -1.65 -3.68 4.05
H -1.12 -2.91 5.55
H -0.53 -0.32 6.13
H 1.13 -1.05 5.91
H 0.95 0.71 6.06
H -2.68 0.05 4.95
H -1.70 1.49 4.91
H -3.21 1.46 4.04
*
```

---

No. 2
Molecular formula: C20H46P4STl
Method: DFT, the ωB97M-V functional and the def2-TZVPD basis

**Calculated total energy**: -74144.25230 eV
**Orbital gap**: 2.7 eV
**HOMO**: -13.98 eV
**F_max**: 0.0438 Eh/bohr

The geometry in ORCA input format:
```
! RIJCOSX wB97M-V def2-TZVPD def2/J DEFGRID3
* xyz 3 1
Tl -0.09 0.12 -0.05
P 2.07 1.20 1.16
P -2.13 1.89 0.25
P 0.59 0.92 -2.53
H -0.90 -3.20 -0.68
C -0.09 -2.81 -1.31
C 1.19 -2.80 -0.90
H 1.51 -3.19 0.07
C 2.45 0.73 2.89
C 2.06 3.03 1.22
C 3.62 0.84 0.27
C -3.64 1.24 -0.53
C -2.66 2.28 1.95
C -1.90 3.53 -0.53
C 1.76 -0.15 -3.43
C 1.30 2.60 -2.71
C -0.92 0.98 -3.55
H -0.39 -2.49 -2.31
H 2.00 -2.45 -1.55
H 2.54 -0.37 2.97
H 1.66 1.07 3.57
H 3.41 1.19 3.19
H 1.21 3.37 1.83
H 1.96 3.44 0.20
H 3.00 3.38 1.66
H 3.78 -0.25 0.24
H 4.46 1.31 0.79
H 3.57 1.21 -0.76
H -4.46 1.97 -0.44
H -3.94 0.30 -0.05
H -3.46 1.04 -1.60
H -3.46 3.05 1.91
H -1.81 2.67 2.53
H -3.05 1.39 2.46
H -2.76 4.16 -0.28
H -1.81 3.44 -1.63
H -0.97 3.99 -0.15
H 1.88 0.22 -4.46
H 1.39 -1.19 -3.46
H 2.74 -0.14 -2.94
H 1.39 2.84 -3.78
H 2.30 2.64 -2.26
H 0.65 3.34 -2.23
H -0.66 1.24 -4.59
H -1.62 1.73 -3.16
H -1.41 -0.01 -3.54
C -0.59 -2.74 -6.95
C -1.75 -2.95 -7.71
C -2.01 -4.21 -8.26
C -1.11 -5.26 -8.08
C 0.07 -5.04 -7.36
C 0.34 -3.79 -6.81
S -0.26 -1.22 -6.18
H -1.44 -0.61 -6.40
H -2.42 -2.11 -7.84
H -2.92 -4.37 -8.84
H -1.33 -6.24 -8.50
H 0.79 -5.85 -7.23
H 1.25 -3.60 -6.26
C -1.06 -0.62 4.26
P -0.82 -1.11 2.51
C 0.07 -2.71 2.68
C -2.45 -1.87 2.10
H -0.10 -0.31 4.69
H -1.46 -1.45 4.86
H -1.78 0.21 4.32
H -0.33 -3.24 3.56
H -0.14 -3.35 1.81
H 1.14 -2.54 2.79
H -3.24 -1.12 2.02
H -2.36 -2.41 1.15
H -2.71 -2.60 2.88
*
```

---

No. 3
Molecular formula: C20H47BClFGaO3S
Method: DFT, the ωB97M-V functional and the def2-TZVPD basis

**Calculated total energy**: -106774.52126 eV
**Orbital gap**: 6.8 eV
**HOMO**: -4.31 eV
**F_max**: 0.0156 Eh/bohr
**ΔE to the lowest compared entry with this formula, charge and spin**: 0.000 eV

The geometry in ORCA input format:
```
! RIJCOSX wB97M-V def2-TZVPD def2/J DEFGRID3
* xyz -1 1
C -3.02 2.41 2.53
B -3.20 2.25 0.96
O -4.13 1.24 0.65
Ga -2.28 3.26 -0.69
C -3.76 3.85 -1.97
C -1.13 1.97 -1.81
C -0.23 0.95 -1.11
C 0.77 1.56 -0.10
C 0.37 1.21 1.34
S 1.68 1.55 2.47
O 2.02 2.94 2.48
O 2.71 0.56 2.36
Cl 0.72 1.17 4.25
C -1.23 4.97 -0.25
C -0.50 5.05 1.10
F -2.13 6.10 -0.28
H -2.10 2.90 2.85
H -3.86 3.03 2.88
H -3.11 1.45 3.06
H -4.63 1.48 -0.13
H -4.34 3.01 -2.37
H -3.33 4.38 -2.82
H -4.45 4.54 -1.47
H -1.87 1.41 -2.39
H -0.54 2.55 -2.53
H -0.86 0.22 -0.60
H 0.36 0.37 -1.83
H 1.78 1.18 -0.29
H 0.81 2.65 -0.20
H 0.16 0.15 1.46
H -0.50 1.79 1.66
H -0.51 5.19 -1.05
H -0.38 4.07 1.57
H 0.49 5.50 1.05
H -1.10 5.66 1.77
C 5.64 -5.36 3.07
C 6.55 -4.16 2.84
C 6.96 -3.44 4.12
C 5.79 -2.85 4.92
C 4.91 -1.87 4.14
C 5.65 -0.64 3.64
H 4.70 -5.07 3.54
H 5.40 -5.87 2.14
H 6.13 -6.09 3.73
H 6.06 -3.46 2.16
H 7.46 -4.49 2.32
H 7.66 -2.64 3.87
H 7.50 -4.13 4.76
H 6.20 -2.34 5.80
H 5.17 -3.66 5.30
H 4.09 -1.55 4.79
H 4.44 -2.38 3.30
H 6.10 -0.09 4.48
H 4.97 0.04 3.13
H 6.45 -0.90 2.94
C -4.92 -0.42 -2.55
C -3.66 -1.24 -2.84
C -2.95 -0.82 -4.12
C -3.78 -0.98 -5.40
C -4.31 -2.39 -5.65
C -3.21 -3.43 -5.81
H -5.66 -0.52 -3.34
H -5.38 -0.73 -1.61
H -4.66 0.64 -2.46
H -3.92 -2.30 -2.88
H -2.97 -1.13 -2.00
H -2.02 -1.40 -4.21
H -2.64 0.22 -4.04
H -3.16 -0.67 -6.25
H -4.62 -0.29 -5.37
H -4.92 -2.38 -6.56
H -4.97 -2.69 -4.84
H -2.54 -3.17 -6.64
H -3.62 -4.42 -6.02
H -2.60 -3.52 -4.91
*
```

---

No. 4
Molecular formula: C20H47BIO3PS
Method: DFT, the ωB97M-V functional and the def2-TZVPD basis

**Calculated total energy**: -56547.75975 eV
**Orbital gap**: 7.7 eV
**Structure (SMILES)**: O=C(I)CBP(O)(O)=S.CCCCCC.CCCCCC.CCCCCC
**HOMO**: -9.22 eV
**F_max**: 0.0135 Eh/bohr

The geometry in ORCA input format:
```
! RIJCOSX wB97M-V def2-TZVPD def2/J DEFGRID3
* xyz 0 1
O 0.39 2.25 -2.10
C -0.02 3.19 -2.69
I 1.06 3.91 -4.44
C -1.25 3.99 -2.37
B -2.35 3.07 -1.71
P -4.00 2.77 -2.70
O -4.54 4.22 -3.12
O -3.49 2.21 -4.13
S -5.32 1.71 -1.81
H -1.57 4.52 -3.27
H -0.94 4.74 -1.62
H -2.19 2.55 -0.67
H -3.83 4.84 -3.37
H -3.00 1.38 -3.99
C -9.11 -0.12 -2.59
C -8.40 -1.32 -1.96
C -7.39 -1.98 -2.89
C -7.98 -2.57 -4.18
C -9.07 -3.62 -3.96
C -8.60 -4.85 -3.19
H -9.70 -0.41 -3.47
H -9.80 0.34 -1.88
H -8.39 0.64 -2.90
H -9.14 -2.05 -1.62
H -7.88 -0.98 -1.06
H -6.86 -2.76 -2.34
H -6.63 -1.24 -3.17
H -7.17 -3.02 -4.75
H -8.38 -1.77 -4.80
H -9.45 -3.93 -4.93
H -9.92 -3.17 -3.43
H -7.77 -5.33 -3.71
H -9.40 -5.58 -3.09
H -8.26 -4.59 -2.19
C 4.43 4.05 -1.82
C 4.90 2.65 -1.43
C 3.83 1.82 -0.72
C 3.32 2.41 0.59
C 4.39 2.66 1.64
C 5.12 1.40 2.08
H 4.15 4.64 -0.95
H 5.20 4.59 -2.36
H 3.55 3.98 -2.47
H 5.79 2.73 -0.80
H 5.22 2.11 -2.33
H 4.21 0.81 -0.55
H 2.97 1.70 -1.40
H 2.57 1.73 1.01
H 2.79 3.35 0.39
H 3.93 3.13 2.52
H 5.12 3.39 1.27
H 4.42 0.67 2.50
H 5.86 1.62 2.86
H 5.65 0.92 1.26
C 3.74 -2.88 3.51
C 4.14 -2.87 4.99
C 4.88 -1.60 5.40
C 6.21 -1.37 4.68
C 7.23 -2.49 4.82
C 7.66 -2.74 6.27
H 4.62 -2.85 2.86
H 3.19 -3.79 3.27
H 3.11 -2.03 3.27
H 4.74 -3.75 5.22
H 3.23 -2.95 5.60
H 5.05 -1.62 6.48
H 4.23 -0.73 5.22
H 6.65 -0.44 5.06
H 6.01 -1.19 3.62
H 8.11 -2.24 4.23
H 6.82 -3.42 4.40
H 8.09 -1.84 6.70
H 8.41 -3.53 6.32
H 6.82 -3.05 6.89
*
```

---

No. 5
Molecular formula: C20H47FO6P
Method: DFT, the ωB97M-V functional and the def2-TZVPD basis

**Calculated total energy**: -45784.50301 eV
**Orbital gap**: 8.0 eV
**HOMO**: -11.07 eV
**F_max**: 0.0119 Eh/bohr

The geometry in ORCA input format:
```
! RIJCOSX wB97M-V def2-TZVPD def2/J DEFGRID3
* xyz 1 1
C 2.00 -4.32 2.02
C 2.25 -2.87 1.63
C 1.93 -2.55 0.17
C 0.48 -2.11 -0.10
P -0.73 -3.42 -0.11
F 0.01 -4.74 -0.45
C -1.66 -3.52 1.40
C -2.58 -2.29 1.35
C -2.43 -4.85 1.63
C -2.89 -5.58 0.37
H 2.41 -5.00 1.28
H 0.93 -4.55 2.10
H 2.45 -4.55 2.99
H 1.68 -2.21 2.28
H 3.30 -2.64 1.80
H 2.55 -1.72 -0.16
H 2.19 -3.39 -0.47
H 0.15 -1.41 0.67
H 0.41 -1.58 -1.05
H -1.62 -3.23 -1.16
H -0.94 -3.38 2.20
H -3.27 -2.29 2.19
H -3.16 -2.26 0.42
H -2.00 -1.37 1.36
H -1.84 -5.50 2.26
H -3.32 -4.58 2.20
H -3.51 -6.43 0.66
H -3.52 -4.95 -0.25
H -2.07 -5.98 -0.22
C -5.35 5.03 2.37
O -3.97 4.83 2.54
C -3.59 4.46 3.85
C -2.43 3.50 3.84
O -2.76 2.20 3.37
C -2.93 2.02 1.98
C -1.65 1.98 1.19
O -1.02 3.23 1.07
C 0.39 3.15 1.19
H -5.68 5.98 2.80
H -5.55 5.05 1.30
H -5.93 4.21 2.81
H -4.43 4.01 4.39
H -3.27 5.36 4.41
H -2.13 3.35 4.88
H -1.58 3.92 3.30
H -3.64 2.73 1.56
H -3.38 1.02 1.89
H -1.89 1.61 0.18
H -0.96 1.26 1.66
H 0.68 2.59 2.09
H 0.77 4.16 1.27
H 0.84 2.68 0.31
C 5.04 3.37 -4.29
O 4.66 2.03 -4.05
C 4.97 1.56 -2.76
C 3.91 0.62 -2.24
O 2.68 1.24 -1.89
C 1.84 1.73 -2.92
C 1.16 0.66 -3.75
O 2.06 -0.01 -4.60
C 1.80 -1.38 -4.77
H 6.12 3.46 -4.45
H 4.53 3.69 -5.19
H 4.75 4.02 -3.46
H 5.09 2.39 -2.06
H 5.92 1.00 -2.79
H 4.29 0.21 -1.30
H 3.75 -0.21 -2.93
H 2.36 2.44 -3.56
H 1.05 2.26 -2.39
H 0.39 1.16 -4.35
H 0.66 -0.05 -3.08
H 1.65 -1.88 -3.80
H 2.67 -1.82 -5.25
H 0.92 -1.55 -5.40
*
```

---

No. 6
Molecular formula: C20H48B2CsO10S5
Method: DFT, the ωB97M-V functional and the def2-TZVPD basis

**Calculated total energy**: -98058.40509 eV
**Orbital gap (spin up / spin down)**: 8.7 / 4.0 eV
**HOMO (spin up / spin down)**: -9.33 / -9.33 eV
**F_max**: 0.1008 Eh/bohr

The geometry in ORCA input format:
```
! RIJCOSX wB97M-V def2-TZVPD def2/J DEFGRID3
* xyz 0 2
Cs -22.36 12.52 -7.77
B -22.61 10.02 -10.02
H -22.25 9.97 -9.00
H -22.15 9.21 -10.57
H -23.67 9.81 -10.05
H -22.44 11.02 -10.37
B -20.75 14.12 -10.23
H -20.27 13.62 -11.06
H -20.58 15.18 -10.13
H -21.81 13.93 -10.36
H -20.34 13.66 -9.35
C -25.09 16.92 -9.21
C -23.78 16.18 -9.70
C -22.54 17.01 -9.15
S -23.06 18.79 -9.10
O -22.44 19.61 -10.12
O -23.06 19.15 -7.72
C -24.80 18.41 -9.70
H -25.20 16.73 -8.14
H -25.97 16.38 -9.57
H -23.75 16.17 -10.79
H -23.72 15.13 -9.44
H -21.68 16.93 -9.82
H -22.43 16.47 -8.21
H -24.77 18.26 -10.77
H -25.46 19.24 -9.45
C -22.69 11.84 -14.77
C -21.59 12.19 -15.80
C -20.67 11.04 -16.06
S -20.76 10.07 -14.48
O -19.50 10.02 -13.77
O -21.53 8.89 -14.85
C -21.97 11.13 -13.56
H -23.46 11.19 -15.19
H -23.20 12.77 -14.53
H -21.09 13.03 -15.32
H -21.99 12.49 -16.77
H -19.66 11.37 -16.26
H -20.95 10.29 -16.81
H -21.37 11.88 -13.04
H -22.63 10.54 -12.91
C -15.42 14.59 -7.33
C -15.79 14.55 -8.80
C -17.34 14.41 -8.87
S -17.88 13.34 -7.55
O -18.13 11.92 -7.99
O -18.83 14.01 -6.67
C -16.24 13.41 -6.68
H -15.75 15.51 -6.85
H -14.36 14.36 -7.24
H -15.36 13.63 -9.21
H -15.37 15.35 -9.40
H -17.96 14.11 -9.71
H -17.78 15.36 -8.59
H -15.69 12.54 -7.04
H -16.31 13.32 -5.59
C -15.58 15.04 -14.03
C -16.47 15.65 -12.93
C -17.73 14.84 -12.95
S -17.15 13.09 -13.07
O -17.91 12.42 -14.09
O -17.07 12.46 -11.80
C -15.49 13.51 -13.84
H -14.57 15.40 -14.21
H -15.99 15.34 -15.00
H -16.76 16.69 -13.08
H -15.93 15.63 -11.99
H -18.25 15.01 -13.89
H -18.41 14.95 -12.10
H -15.51 12.95 -14.78
H -14.72 13.06 -13.21
C -21.63 18.36 -13.13
C -20.64 17.29 -12.74
C -21.35 15.92 -13.03
S -22.75 16.14 -14.25
O -24.06 16.10 -13.54
O -22.56 15.44 -15.53
C -22.24 17.95 -14.44
H -21.06 19.28 -13.23
H -22.34 18.59 -12.34
H -20.27 17.39 -11.73
H -19.80 17.49 -13.40
H -21.65 15.27 -12.21
H -20.61 15.39 -13.63
H -22.98 18.61 -14.90
H -21.39 17.94 -15.13
*
```